[1]
DFT (ωB97M-V with the def2-TZVPD basis set) results for a 2-piece molecular cluster, C6H14N2O2 overall in a non-equilibrium geometry.

For the LUMO energy, the calculation gives 0.0299 Eh. The relative energy (zero: lowest compared OMol25 entry of this formula, charge and spin) comes out at 20.5 kcal/mol. The structure (SMILES) is CNC(C)=O.CNC(C)=O. The energy comes out at -13524.736 eV. The value obtained for the frontier orbital gap is 10.30 eV. For the HOMO energy, the calculation gives -9.485 eV.

XYZ file:
```
24
C6H14N2O2, DFT ωB97M-V with the def2-TZVPD basis set
C 3.363 -0.040 1.045
N 2.680 0.560 2.177
C 1.828 1.611 1.892
C 1.173 2.229 3.097
O 1.495 1.861 0.751
H 2.704 -0.793 0.628
H 3.587 0.655 0.234
H 4.265 -0.518 1.362
H 3.300 0.785 2.937
H 1.876 2.489 3.882
H 0.645 3.136 2.824
H 0.520 1.451 3.488
C -3.027 0.600 -1.794
N -2.319 -0.547 -2.361
C -2.205 -1.699 -1.664
C -1.515 -2.848 -2.364
O -2.657 -1.788 -0.534
H -2.380 0.985 -1.044
H -3.296 1.350 -2.528
H -3.907 0.297 -1.225
H -2.075 -0.393 -3.318
H -0.760 -3.186 -1.655
H -2.246 -3.636 -2.533
H -1.046 -2.562 -3.298
```

[2]
DFT (ωB97M-V with the def2-TZVPD basis set) results for a 2-piece molecular cluster, C6H14N2O2 overall in a non-equilibrium geometry.

For the LUMO energy, the calculation gives 0.0224 Eh. The relative energy (zero: lowest compared OMol25 entry of this formula, charge and spin) comes out at 26.2 kcal/mol. The structure (SMILES) is CNC(C)=O.CNC(C)=O. The energy comes out at -13524.486 eV. The value obtained for the frontier orbital gap is 9.84 eV. For the HOMO energy, the calculation gives -9.228 eV.

XYZ file:
```
24
C6H14N2O2, DFT ωB97M-V with the def2-TZVPD basis set
C -1.826 2.147 -0.873
N -0.994 1.301 0.004
C -0.714 1.966 1.164
C -0.053 1.156 2.245
O -0.762 3.178 1.254
H -1.298 2.990 -1.324
H -2.088 1.564 -1.765
H -2.793 2.384 -0.453
H -0.652 0.416 -0.331
H -0.231 0.071 2.238
H 0.994 1.405 2.378
H -0.609 1.399 3.158
C -0.531 -2.822 -1.727
N 0.511 -2.723 -0.702
C 1.195 -1.562 -0.526
C 2.296 -1.527 0.507
O 0.967 -0.585 -1.232
H -0.070 -2.993 -2.702
H -1.356 -3.455 -1.406
H -0.992 -1.830 -1.701
H 0.719 -3.505 -0.111
H 2.674 -0.531 0.384
H 1.976 -1.694 1.539
H 3.053 -2.266 0.232
```

[3]
DFT (ωB97M-V with the def2-TZVPD basis set) results for a 2-piece molecular cluster, C6H14N2O2 overall in a non-equilibrium geometry.

For the LUMO energy (alpha / beta), the calculation gives -0.0113 / -0.0113 Eh. The relative energy (zero: lowest compared OMol25 entry of this formula, charge and spin) comes out at 115.3 kcal/mol. The energy comes out at -13520.623 eV. The value obtained for the frontier orbital gap (alpha / beta) is 8.05 / 8.05 eV. For the HOMO energy (alpha / beta), the calculation gives -8.362 / -8.362 eV.

XYZ file:
```
24
C6H14N2O2, DFT ωB97M-V with the def2-TZVPD basis set
C 1.246 0.453 -0.092
C 1.258 1.613 0.859
C 1.212 0.818 -1.541
C 2.185 -0.644 0.306
N -1.211 0.626 0.392
N -1.701 0.977 1.443
H -2.458 0.349 1.786
H 0.937 1.323 1.859
H 2.291 1.980 0.922
H 1.164 -0.067 -2.170
H 0.375 1.480 -1.760
H 2.138 1.364 -1.769
H 1.935 -1.026 1.295
H 3.197 -0.218 0.363
H 2.167 -1.469 -0.398
H 0.642 2.441 0.518
C -2.434 -1.637 0.460
C -1.433 -0.775 -0.301
O -2.015 -0.453 -1.561
O -0.205 -1.221 -0.330
H -1.275 -0.321 -2.165
H -3.419 -1.165 0.506
H -2.065 -1.853 1.462
H -2.531 -2.576 -0.080
```